Density functional theory data (ωB97M-V with the def2-TZVPD basis set) for a structure of composition C24H36N8O7S2Ti at a distorted geometry.

Calculated values
Energy above the lowest of the compared OMol25 structures with the same formula, charge and spin in kJ/mol: 147.57
2S+1: 2
Charge: +1
Orbital gap (spin up / spin down) in eV: 4.96 / 5.07

Last column: Mulliken spin population.
Geometry (Å):
Ti (0.34, 1.42, 1.08)  0.9768
C (1.19, 3.02, 3.45)  0.0164
C (1.01, 4.09, 2.42)  0.0087
N (0.87, 3.61, 1.01)  -0.0239
C (0.03, 4.47, 0.18)  0.0049
C (-1.37, 4.57, 0.65)  -0.0017
S (-1.97, 2.96, 1.27)  -0.0135
C (-2.08, 3.10, 3.06)  -0.0010
C (-1.13, 2.18, 3.82)  0.0066
N (0.23, 1.94, 3.25)  -0.0220
H (1.09, 3.49, 4.42)  0.0028
H (2.19, 2.61, 3.41)  -0.0052
H (1.83, 4.82, 2.48)  -0.0007
H (0.11, 4.72, 2.72)  0.0003
H (1.76, 3.43, 0.52)  0.0079
H (0.07, 4.05, -0.82)  -0.0011
H (0.48, 5.45, 0.12)  -0.0005
H (-2.14, 4.82, -0.09)  -0.0003
H (-1.54, 5.28, 1.45)  -0.0001
H (-3.12, 2.80, 3.31)  -0.0003
H (-1.95, 4.15, 3.34)  0.0008
H (-1.55, 1.18, 3.92)  -0.0020
H (-0.95, 2.56, 4.85)  0.0003
H (0.55, 1.08, 3.68)  0.0103
C (3.46, -1.76, 1.25)  0.0013
C (2.78, -0.44, 1.20)  0.0258
N (1.57, -0.30, 1.65)  -0.0142
O (1.14, -1.60, 2.09)  0.0028
C (3.45, 0.73, 0.69)  0.0194
C (4.88, 1.00, 0.37)  -0.0004
N (2.56, 1.67, 0.48)  -0.0262
O (2.83, 2.75, -0.10)  -0.0010
H (3.67, -2.14, 2.24)  0.0008
H (4.41, -1.69, 0.70)  -0.0002
H (2.80, -2.47, 0.76)  0.0005
H (0.63, -1.97, 1.34)  -0.0007
H (5.52, 0.09, 0.49)  -0.0002
H (5.33, 1.77, 1.02)  0.0008
H (4.95, 1.38, -0.62)  0.0004
O (0.84, -1.06, -0.99)  0.0117
C (0.56, 0.02, -1.53)  -0.0026
O (0.25, 1.11, -0.96)  -0.0063
C (0.60, 0.03, -3.11)  0.0026
N (0.72, -1.38, -3.57)  -0.0001
C (2.22, -1.69, -3.74)  -0.0003
C (2.89, -0.33, -3.54)  0.0001
C (1.80, 0.70, -3.72)  -0.0006
H (-0.35, 0.41, -3.45)  -0.0004
H (0.22, -1.63, -4.40)  0.0000
H (0.32, -1.99, -2.87)  0.0000
H (2.44, -2.05, -4.74)  0.0000
H (2.58, -2.38, -2.95)  0.0000
H (3.71, -0.23, -4.28)  0.0000
H (3.31, -0.22, -2.56)  -0.0001
H (1.56, 0.90, -4.80)  -0.0002
H (1.96, 1.69, -3.30)  0.0002
O (-1.70, -6.90, -0.24)  0.0000
S (-2.52, -6.93, -1.42)  0.0000
O (-1.95, -6.55, -2.70)  0.0000
O (-3.43, -8.03, -1.47)  0.0000
C (-3.57, -5.42, -1.28)  -0.0002
N (-4.65, -5.44, -2.06)  0.0003
C (-5.27, -4.27, -2.13)  -0.0003
C (-4.84, -3.14, -1.45)  0.0010
C (-3.72, -3.25, -0.66)  0.0012
N (-3.13, -4.44, -0.51)  0.0003
C (-2.99, -2.13, 0.05)  -0.0010
C (-3.09, -0.87, -0.53)  -0.0028
C (-2.40, 0.20, -0.03)  0.0101
N (-1.52, 0.07, 0.99)  0.0057
C (-1.57, -1.10, 1.66)  0.0178
C (-2.29, -2.21, 1.24)  0.0050
H (-6.18, -4.24, -2.74)  0.0000
H (-5.36, -2.20, -1.71)  0.0000
H (-3.67, -0.73, -1.43)  -0.0001
H (-2.46, 1.20, -0.49)  -0.0050
H (-0.97, -1.18, 2.53)  -0.0080
H (-2.26, -3.11, 1.81)  0.0000